(1)
{
  "formula": "C10H20N2PSSc",
  "method": "ωB97M-V/def2-TZVPD",
  "symbols": ["C", "C", "C", "C", "C", "Sc", "P", "H", "H", "H", "H", "H", "H", "H", "H", "C", "C", "N", "C", "S", "N", "C", "C", "H", "H", "H", "H", "H", "H", "H", "H", "H", "H", "H", "H"],
  "coordinates": [[-4.243, 0.772, -1.509], [-3.330, 1.027, -2.592], [-2.834, -0.239, -3.053], [-3.386, -1.272, -2.217], [-4.277, -0.656, -1.281], [-2.091, 0.109, -0.899], [-2.486, 1.388, 1.595], [-4.883, 1.506, -1.034], [-3.087, 2.000, -3.007], [-2.202, -0.401, -3.926], [-4.928, -1.174, -0.584], [-3.190, -2.340, -2.313], [-3.368, 0.780, 2.541], [-3.070, 2.690, 1.701], [-1.422, 1.617, 2.528], [2.504, 1.642, 2.213], [1.620, 0.462, 1.869], [1.013, 0.653, 0.541], [1.120, -0.171, -0.508], [0.196, 0.154, -1.924], [1.975, -1.228, -0.478], [3.424, -1.094, -0.163], [3.897, -2.356, 0.532], [3.309, 1.765, 1.481], [2.955, 1.489, 3.197], [1.933, 2.578, 2.244], [2.164, -0.487, 1.864], [0.796, 0.378, 2.588], [0.434, 1.482, 0.402], [1.818, -1.866, -1.269], [3.962, -0.976, -1.115], [3.590, -0.198, 0.445], [3.822, -3.228, -0.127], [4.946, -2.247, 0.819], [3.319, -2.561, 1.440]],
  "forces_ev_per_a": [[-0.2, -0.9, -0.9], [-1.1, -0.7, 0.0], [-0.3, 0.1, -0.1], [-0.3, 0.4, -0.2], [-0.3, 0.9, -0.7], [1.9, 0.2, 1.8], [-0.1, -0.2, -0.2], [0.2, -0.1, 0.1], [-0.1, -0.2, 0.1], [-0.1, 0.1, 0.4], [0.2, 0.2, 0.0], [-0.1, 0.4, 0.0], [0.2, 0.1, 0.0], [0.2, -0.3, 0.0], [-0.4, 0.0, -0.2], [0.3, 0.1, 0.3], [-0.6, 0.1, -0.7], [1.0, 0.2, 0.7], [-1.2, 0.4, -0.6], [0.3, -0.3, 0.1], [0.7, -0.6, -0.3], [-0.5, -0.2, -0.3], [0.3, 0.0, 0.2], [-0.1, 0.0, 0.1], [0.0, 0.1, 0.0], [0.1, -0.2, 0.0], [-0.2, 0.2, 0.1], [0.1, -0.1, 0.1], [0.2, -0.4, -0.1], [0.0, 0.6, 0.5], [0.0, 0.2, 0.3], [0.0, -0.3, -0.2], [-0.1, 0.2, 0.1], [0.0, -0.1, 0.0], [0.0, 0.1, -0.2]],
  "orbital_gap_ev": [4.4, 4.9],
  "de_lowest_ev": 0.000,
  "charge": 0,
  "lumo_ha": [0.02134, 0.01435],
  "homo_ev": [-3.82, -4.47],
  "multiplicity": 1
}

(2)
{
  "formula": "C10H20N2Si",
  "method": "ωB97M-V/def2-TZVPD",
  "symbols": ["C", "C", "C", "C", "C", "C", "C", "C", "C", "C", "N", "N", "Si", "H", "H", "H", "H", "H", "H", "H", "H", "H", "H", "H", "H", "H", "H", "H", "H", "H", "H", "H", "H"],
  "coordinates": [[-1.938, 1.697, 0.281], [-0.807, 1.636, 0.994], [-2.577, -1.993, 1.921], [-1.705, -2.160, 0.946], [-1.237, -3.578, 0.783], [4.112, 1.283, -1.878], [-3.443, 0.504, -1.240], [3.523, 1.077, -0.540], [2.006, 0.941, -0.389], [1.418, 0.746, 1.011], [-2.224, 0.546, -0.452], [-0.017, 0.483, 0.938], [-1.064, -0.689, -0.143], [-2.469, 2.657, 0.208], [-0.448, 2.497, 1.537], [-2.894, -1.037, 2.257], [-2.946, -2.811, 2.463], [-1.991, -4.328, 0.964], [-0.384, -3.671, 1.562], [-0.730, -3.737, -0.148], [5.159, 1.406, -1.904], [3.756, 0.412, -2.556], [3.789, 2.179, -2.427], [-3.527, -0.389, -1.797], [-4.311, 0.623, -0.511], [-3.686, 1.302, -2.002], [4.045, 0.218, -0.101], [3.858, 1.846, 0.126], [1.624, 1.881, -0.885], [1.825, 0.056, -1.058], [1.533, 1.634, 1.802], [1.958, -0.149, 1.395], [-0.207, -1.082, -1.158]],
  "forces_ev_per_a": [[0.7, 1.1, 0.7], [0.1, 0.5, -0.2], [0.2, 1.4, -0.4], [0.0, 0.1, -1.1], [2.4, 0.5, 1.1], [-2.2, -0.8, -2.9], [-1.7, 1.5, 1.2], [0.5, -0.3, 2.3], [0.8, 1.0, -1.9], [0.3, -0.1, 0.8], [-0.6, -0.1, -1.4], [-1.7, -0.9, -0.9], [0.5, 1.5, 4.1], [-0.2, -0.9, -0.1], [0.1, 0.0, 0.2], [-0.4, 0.8, 0.0], [-0.4, -1.2, 0.8], [-0.2, -0.2, 0.1], [-1.3, -0.3, -1.1], [0.0, -0.3, -0.7], [1.4, -0.5, 0.3], [1.0, 1.2, 0.8], [-0.5, 0.0, 0.4], [-0.1, -1.2, -0.3], [0.7, -0.6, -0.9], [1.2, -0.2, 0.8], [-0.3, -0.4, 0.0], [0.2, 1.0, 0.4], [-0.3, -1.1, 0.4], [-0.8, 0.7, 0.7], [0.2, -1.8, -2.0], [-0.4, 0.5, 0.3], [0.8, -1.0, -1.7]],
  "orbital_gap_ev": 7.5,
  "de_lowest_ev": 1.965,
  "smiles": "C=C(C)[Si@H]1N(C)C=CN1CCCC",
  "charge": 0,
  "lumo_ha": 0.02867,
  "homo_ev": -6.71,
  "multiplicity": 1
}

(3)
{
  "formula": "C10H20NOP",
  "method": "ωB97M-V/def2-TZVPD",
  "symbols": ["C", "C", "C", "C", "C", "C", "C", "C", "C", "C", "N", "O", "P", "H", "H", "H", "H", "H", "H", "H", "H", "H", "H", "H", "H", "H", "H", "H", "H", "H", "H", "H", "H"],
  "coordinates": [[-4.349, -1.125, 0.003], [-3.076, -1.276, 0.494], [-0.271, 2.274, 0.266], [-0.573, 1.622, -0.860], [-0.485, 3.692, 0.366], [3.256, 0.626, -1.251], [0.860, -2.233, 1.344], [-2.064, -1.999, -0.199], [2.603, -0.605, -0.622], [0.803, -0.658, 1.225], [1.326, -0.231, -0.017], [0.483, -0.076, -2.581], [0.045, -0.061, -1.225], [-5.144, -0.587, 0.560], [-4.643, -1.838, -0.769], [-2.649, -0.956, 1.413], [0.172, 1.953, 1.183], [-1.041, 2.218, -1.671], [0.441, 4.145, 0.814], [-1.334, 4.076, 1.031], [-0.579, 4.200, -0.654], [2.468, 1.210, -1.612], [3.683, 1.253, -0.423], [4.063, 0.337, -2.020], [1.956, -2.498, 1.468], [0.144, -2.645, 2.081], [0.515, -2.728, 0.401], [-2.222, -2.445, -1.150], [-1.176, -2.601, 0.277], [2.420, -1.498, -1.324], [3.214, -0.863, 0.216], [-0.293, -0.460, 1.230], [1.446, -0.221, 2.004]],
  "forces_ev_per_a": [[0.2, -0.3, 1.3], [0.5, -0.9, -1.3], [-0.8, -0.4, -0.8], [0.3, -0.1, 0.5], [-0.2, 4.1, -0.2], [1.9, -0.9, 0.6], [0.9, -0.1, -0.5], [2.1, -1.4, 0.6], [-0.5, -0.9, -0.1], [-0.1, -2.7, 0.4], [-2.0, 1.2, -3.2], [1.3, -0.6, -4.0], [-0.9, 0.7, 5.0], [0.7, -0.4, -0.5], [0.0, 0.7, -0.2], [-0.6, 1.0, 1.0], [0.4, -1.3, 0.1], [0.3, -0.8, 0.4], [-0.7, -0.2, -0.3], [1.0, -0.8, -0.8], [-0.2, -0.7, 1.3], [-0.8, 1.0, -1.4], [0.0, -0.7, -0.7], [-1.4, 0.7, 1.1], [-1.5, -0.2, 0.3], [0.9, 0.3, 0.2], [0.7, 0.7, 0.5], [-0.6, 0.0, -0.9], [-2.3, 1.9, -0.4], [0.8, 1.3, 0.9], [0.6, -0.9, 0.4], [0.9, 0.7, 0.5], [-0.9, 0.0, 0.3]],
  "orbital_gap_ev": [7.3, 7.1],
  "de_lowest_ev": 3.072,
  "charge": 0,
  "lumo_ha": [-0.01856, -0.01129],
  "homo_ev": [-7.83, -7.44],
  "multiplicity": 1
}

(4)
{
  "formula": "C10H21B",
  "method": "ωB97M-V/def2-TZVPD",
  "symbols": ["B", "C", "C", "C", "C", "C", "C", "C", "C", "C", "C", "H", "H", "H", "H", "H", "H", "H", "H", "H", "H", "H", "H", "H", "H", "H", "H", "H", "H", "H", "H", "H"],
  "coordinates": [[-1.794, 0.495, -0.157], [-0.339, -0.016, -0.467], [0.278, -1.369, -0.150], [0.886, 0.007, 0.290], [-1.878, 2.015, 0.255], [-3.254, -0.215, -0.409], [0.901, -2.238, -1.178], [-0.489, -2.106, 0.934], [0.969, 0.525, 1.695], [2.255, 1.803, -0.676], [2.275, 0.337, -0.317], [-0.163, 0.548, -1.912], [-0.951, 2.363, 0.590], [-2.646, 2.187, 1.084], [-2.378, 2.541, -0.597], [-3.499, -0.441, 0.580], [-3.190, -1.081, -1.054], [-3.843, 0.480, -0.905], [1.009, -1.869, -2.198], [0.449, -3.192, -1.058], [2.016, -2.470, -1.015], [-0.761, -3.017, 0.403], [-1.386, -1.611, 1.167], [0.245, -2.221, 1.706], [1.638, 1.447, 1.855], [1.414, -0.271, 2.422], [0.040, 0.824, 2.016], [1.350, 2.041, -1.253], [3.042, 2.148, -1.290], [2.263, 2.403, 0.184], [2.914, 0.162, 0.655], [2.626, -0.210, -1.200]],
  "forces_ev_per_a": [[-0.6, 0.6, -0.9], [-0.8, 0.6, -4.5], [-0.8, 2.6, 0.6], [2.5, -0.8, -0.6], [-3.0, -0.7, 0.5], [4.1, -0.4, -0.9], [3.3, -0.1, 0.0], [1.4, -0.6, -2.2], [2.6, -0.9, 1.6], [-0.8, -0.2, -0.8], [0.2, 0.2, 1.6], [-0.6, -1.6, 3.8], [1.3, 1.2, 0.1], [0.9, -0.3, -0.8], [0.9, 0.0, 0.5], [-1.3, -0.5, 1.5], [0.0, -0.5, 0.2], [-1.5, 1.4, -0.4], [-1.0, 0.1, 0.0], [-0.5, -0.9, -0.8], [-1.3, 0.3, 0.5], [-0.2, -0.5, 0.9], [-1.0, 0.7, 0.9], [-0.3, -0.6, 1.0], [-0.9, -1.4, -0.6], [-0.9, 1.2, -1.2], [-2.3, 0.5, 1.2], [0.0, -0.1, 0.2], [1.2, 0.1, -0.6], [-0.1, 1.0, 1.2], [-0.3, 0.1, -2.4], [-0.3, -0.4, 0.5]],
  "orbital_gap_ev": 9.5,
  "de_lowest_ev": 2.856,
  "charge": 0,
  "lumo_ha": 0.01957,
  "homo_ev": -8.96,
  "multiplicity": 1
}